# 1
ORCA calculation (the ωB97M-V functional and the def2-TZVPD basis) on a gas-phase ion, C10H10N3O (charge +1) at a distorted geometry.

LUMO energy: -0.1896 Ha
energy relative to the best compared isomer or geometry (same formula, charge and spin): 50.6 kcal per mole
SMILES string: O=c1[nH]cc2ccccc2cc[nH+][nH]1
total charge: +1
orbital gap: 7.81 eV
electronic energy: -17039.9207 eV
molar mass: 188.21 g/mol
multiplicity: 1
strongest force on any atom: 5.03 eV/A

Geometry as XYZ:
```
24
Properties=species:S:1:pos:R:3:nbo_charge:R:1
C 3.291 -0.230 -0.533 -0.148
C 3.025 -1.361 0.270 -0.179
C 2.297 0.539 -0.974 -0.173
C 1.758 -1.735 0.493 -0.160
C 0.955 0.392 -0.508 -0.023
C 0.702 -0.777 0.190 -0.172
C -0.009 1.523 -0.529 -0.223
C -1.053 1.872 0.249 -0.007
C -3.048 -0.609 -0.380 0.776
C -0.710 -1.111 0.445 0.327
N -1.632 -0.891 -0.570 -0.580
N -3.017 0.512 0.384 -0.464
N -1.844 1.048 1.038 -0.468
O -3.902 -1.248 -0.867 -0.470
H 4.328 -0.174 -0.640 0.243
H 3.811 -2.073 0.420 0.237
H 2.524 1.474 -1.560 0.238
H 1.633 -2.637 1.152 0.248
H 0.432 2.439 -1.085 0.253
H -1.377 2.933 0.333 0.214
H -1.009 -1.560 1.503 0.270
H -1.156 -0.657 -1.446 0.443
H -3.876 0.779 0.761 0.416
H -2.122 1.551 1.854 0.404
```

---

# 2
ORCA calculation (the ωB97M-V functional and the def2-TZVPD basis) on a molecular structure, C3HNO3S at a distorted geometry.

LUMO energy: 0.2360 Ha
energy relative to the best compared isomer or geometry (same formula, charge and spin): 66.4 kcal per mole
total charge: -2
orbital gap: 5.25 eV
electronic energy: -21591.3909 eV
molar mass: 131.11 g/mol
multiplicity: 1
strongest force on any atom: 4.37 eV/A

Geometry as XYZ:
```
9
Properties=species:S:1:pos:R:3:nbo_charge:R:1
C 1.681 -0.760 -0.390 0.257
C 1.379 -0.269 0.773 0.305
C -1.165 0.710 -0.317 0.490
N -1.478 -0.032 0.756 -0.945
O 1.434 -1.521 -1.340 -0.697
O 1.755 0.148 1.878 -0.714
O -1.907 0.939 -1.311 -0.820
S 0.589 1.278 -0.508 -0.177
H -2.288 -0.492 0.459 0.301
```

---

# 3
ORCA calculation (the ωB97M-V functional and the def2-TZVPD basis) on 2 unconnected molecules or ions with the total composition C2H11N4O at a distorted geometry.

LUMO energy: -0.1239 Ha
energy relative to the best compared isomer or geometry (same formula, charge and spin): 77.5 kcal per mole
total charge: +1
orbital gap: 10.82 eV
electronic energy: -10251.6059 eV
molar mass: 107.14 g/mol
multiplicity: 1
strongest force on any atom: 4.21 eV/A

Geometry as XYZ:
```
18
Properties=species:S:1:pos:R:3:nbo_charge:R:1
C 1.145 1.803 -0.159 -0.692
C 0.683 0.602 -0.980 0.663
N -0.095 -1.535 1.768 -1.130
N -1.135 0.765 0.419 -0.681
N -0.551 0.257 -0.700 -0.027
N -1.287 -0.801 -1.266 -0.584
O 1.239 -0.069 -1.984 -0.641
H 0.248 2.368 -0.214 0.280
H 1.906 2.356 -0.673 0.250
H 1.155 1.502 0.917 0.288
H 0.234 -2.323 1.189 0.376
H -0.962 -1.951 2.213 0.384
H -2.222 0.864 0.350 0.399
H -1.077 0.032 1.188 0.415
H 0.653 -1.560 2.563 0.403
H -0.560 -1.222 -1.829 0.378
H -1.458 -1.406 -0.431 0.371
H 2.084 0.317 -2.373 0.548
```

---

# 4
ORCA calculation (the ωB97M-V functional and the def2-TZVPD basis) on a molecular structure, C20H28MgNO3 at a distorted geometry.

LUMO energy: 0.0576 Ha
energy relative to the best compared isomer or geometry (same formula, charge and spin): 55.2 kcal per mole
total charge: -1
orbital gap: 3.57 eV
electronic energy: -34269.1805 eV
molar mass: 354.75 g/mol
multiplicity: 1
strongest force on any atom: 3.28 eV/A

Geometry as XYZ:
```
53
Properties=species:S:1:pos:R:3:nbo_charge:R:1
O 1.283 -0.126 -1.988 -0.674
C 1.458 1.172 -2.690 -0.067
C 1.136 0.680 -4.095 -0.475
H 2.458 1.609 -2.551 0.197
H 0.691 1.912 -2.440 0.204
C 1.047 -0.677 -3.424 0.318
H 1.918 0.770 -4.835 0.219
H 0.230 1.166 -4.456 0.219
C 2.207 -1.586 -3.761 -0.636
H 3.179 -1.079 -3.719 0.216
H 2.054 -2.013 -4.764 0.219
H 2.289 -2.438 -3.067 0.238
C -0.253 -1.408 -3.653 -0.643
H -1.084 -0.733 -3.816 0.219
H -0.507 -2.068 -2.829 0.246
H -0.147 -2.016 -4.549 0.224
Mg 1.575 -0.253 0.177 1.760
C -1.815 -0.342 4.030 -0.350
C -1.971 1.085 3.968 -0.327
C -2.741 1.412 2.819 -0.401
H -1.620 1.780 4.723 0.186
C -3.146 0.183 2.259 -0.390
C -2.600 -0.892 2.991 -0.372
H -2.775 -1.932 2.758 0.174
H -1.198 -0.852 4.723 0.186
H -2.962 2.393 2.443 0.167
H -3.806 0.093 1.397 0.154
C 1.663 -2.129 3.355 -0.284
C 0.504 -2.398 2.607 -0.265
C 0.862 -2.432 1.223 -0.488
H -0.518 -2.591 2.998 0.233
C 2.299 -2.274 1.133 -0.584
C 2.788 -2.091 2.490 -0.287
H 3.809 -1.838 2.803 0.200
H 1.644 -2.021 4.451 0.209
H 0.206 -2.686 0.391 0.196
H 2.922 -2.282 0.249 0.183
O -0.461 0.814 0.350 -0.602
C -1.528 0.484 -0.594 -0.073
C -2.215 1.751 -1.073 -0.447
H -2.140 -0.240 -0.090 0.249
H -1.008 -0.020 -1.427 0.142
C -1.252 2.876 -0.708 -0.428
H -3.171 1.906 -0.572 0.238
H -2.315 1.735 -2.124 0.196
C -0.152 2.254 0.238 -0.070
H -1.808 3.749 -0.279 0.231
H -0.633 3.260 -1.550 0.177
H -0.205 2.673 1.234 0.239
H 0.906 2.382 -0.133 0.148
O 1.094 1.392 4.168 -0.619
C 1.641 1.080 3.142 0.775
N 2.168 0.808 2.066 -1.082
```

---

# 5
ORCA calculation (the ωB97M-V functional and the def2-TZVPD basis) on 2 unconnected molecules or ions with the total composition C7H10 at a distorted geometry.

LUMO energy: 0.0282 Ha
energy relative to the best compared isomer or geometry (same formula, charge and spin): 113.1 kcal per mole
total charge: 0
orbital gap: 10.07 eV
electronic energy: -7416.1316 eV
molar mass: 94.16 g/mol
multiplicity: 1
strongest force on any atom: 4.30 eV/A

Geometry as XYZ:
```
17
Properties=species:S:1:pos:R:3:nbo_charge:R:1
C 0.808 1.185 -1.172 -0.573
C 0.276 -0.199 -1.291 -0.260
C 0.327 -1.089 -0.086 -0.202
C 1.046 -0.665 1.176 -0.617
C -0.973 -0.437 -0.451 -0.287
C -1.438 0.651 0.405 -0.108
C -2.225 0.712 1.328 -0.144
H 1.846 1.245 -0.783 0.206
H 0.822 1.674 -2.169 0.217
H -0.221 1.635 -0.205 0.205
H 0.155 -0.642 -2.274 0.224
H 0.369 -2.155 -0.289 0.218
H 0.679 -1.255 2.023 0.215
H 2.125 -0.819 1.081 0.213
H 0.874 0.386 1.422 0.223
H -1.782 -1.045 -0.842 0.236
H -2.820 0.767 2.204 0.233
```

---

# 6
ORCA calculation (the ωB97M-V functional and the def2-TZVPD basis) on 15 unconnected molecules or ions with the total composition C32H97N3O25 at a distorted geometry.

LUMO energy: -0.0002 Ha
total charge: 0
orbital gap: 8.34 eV
electronic energy: -90399.2968 eV
molar mass: 924.12 g/mol
multiplicity: 1
strongest force on any atom: 4.24 eV/A

Geometry as XYZ:
```
157
Properties=species:S:1:pos:R:3:lowdin_charge:R:1
C 3.553 2.991 -3.656 -0.044
O 3.610 3.648 -2.326 -0.182
C 2.936 4.803 -2.012 -0.265
C 3.824 5.576 -1.030 -0.209
N 4.518 6.703 -1.658 -0.067
C 5.415 7.386 -0.745 -0.244
C 5.613 8.653 -1.382 -0.296
O 6.618 8.529 -2.331 -0.182
C 7.979 8.260 -1.758 -0.043
H 4.544 2.931 -4.106 0.078
H 2.911 3.519 -4.361 0.077
H 3.120 1.998 -3.534 0.073
H 1.975 4.598 -1.540 0.110
H 2.678 5.578 -2.735 0.121
H 4.500 4.996 -0.401 0.115
H 3.095 5.889 -0.283 0.109
H 5.104 6.442 -2.438 0.118
H 6.216 6.650 -0.685 0.117
H 5.011 7.510 0.260 0.131
H 5.910 9.403 -0.649 0.113
H 4.739 9.141 -1.814 0.135
H 8.786 8.524 -2.442 0.080
H 8.012 7.200 -1.503 0.071
H 8.201 8.883 -0.892 0.083
C 3.815 -1.504 -0.171 -0.096
O 2.580 -2.246 -0.490 -0.184
C 1.564 -1.312 -0.046 -0.224
C 0.217 -2.010 -0.386 -0.197
N -0.918 -1.142 -0.096 -0.083
C -1.195 -0.072 -1.037 -0.207
C -2.490 0.763 -0.754 -0.191
O -3.720 -0.006 -0.952 -0.202
C -4.724 0.950 -1.402 -0.091
H 4.574 -2.283 -0.239 0.080
H 3.910 -1.019 0.801 0.083
H 4.013 -0.740 -0.923 0.079
H 1.661 -0.396 -0.628 0.111
H 1.644 -1.103 1.020 0.119
H 0.122 -3.029 -0.010 0.116
H 0.252 -2.087 -1.472 0.110
H -0.735 -0.809 0.840 0.100
H -1.344 -0.638 -1.956 0.118
H -0.384 0.655 -1.096 0.105
H -2.409 1.704 -1.298 0.111
H -2.348 1.018 0.296 0.113
H -4.934 1.686 -0.626 0.081
H -5.606 0.310 -1.423 0.086
H -4.374 1.438 -2.312 0.085
C 10.672 -1.206 2.154 -0.073
O 10.195 -2.360 2.916 -0.181
C 10.612 -3.553 2.448 -0.287
C 10.301 -4.673 3.529 -0.156
N 11.459 -4.606 4.437 -0.075
C 11.468 -5.671 5.438 -0.213
C 12.013 -5.082 6.687 -0.207
O 11.707 -3.663 6.717 -0.221
C 12.336 -2.913 7.767 -0.093
H 10.471 -0.275 2.684 0.083
H 10.157 -1.213 1.194 0.081
H 11.716 -1.114 1.854 0.081
H 11.607 -3.385 2.036 0.113
H 10.115 -3.809 1.513 0.105
H 10.322 -5.610 2.973 0.109
H 9.304 -4.513 3.941 0.115
H 11.497 -3.661 4.791 0.094
H 12.039 -6.517 5.056 0.122
H 10.423 -5.870 5.676 0.110
H 13.084 -5.259 6.588 0.120
H 11.627 -5.505 7.614 0.122
H 13.374 -2.665 7.547 0.083
H 12.314 -3.361 8.760 0.080
H 11.768 -1.984 7.825 0.085
O 0.120 0.730 4.214 -0.056
H -0.836 0.673 4.209 0.025
H 0.347 0.858 5.135 0.029
O 5.339 -6.991 -0.207 -0.055
H 4.953 -6.305 0.338 0.026
H 6.091 -6.570 -0.624 0.027
O -3.473 6.327 -2.511 -0.055
H -3.325 6.648 -3.400 0.026
H -2.632 6.449 -2.069 0.029
O -2.933 5.218 1.979 -0.055
H -2.700 4.910 2.855 0.027
H -3.890 5.253 1.985 0.027
O -4.138 -3.404 -1.784 -0.056
H -4.233 -2.714 -1.127 0.013
H -3.193 -3.480 -1.918 0.023
C -8.341 7.337 1.337 -0.266
C -9.367 6.381 0.832 -0.204
O -10.376 6.167 1.920 -0.082
O -7.629 6.874 2.495 -0.058
H -8.888 8.225 1.655 0.116
H -7.686 7.788 0.592 0.121
H -8.948 5.412 0.562 0.115
H -9.791 6.789 -0.085 0.112
H -10.990 5.508 1.588 0.069
H -8.165 7.341 3.140 0.077
C 3.628 -7.676 -5.262 -0.231
C 4.811 -6.773 -4.855 -0.256
O 5.494 -6.273 -5.981 -0.047
O 4.021 -8.824 -6.043 -0.084
H 3.030 -7.077 -5.948 0.115
H 3.075 -8.083 -4.416 0.120
H 5.455 -7.392 -4.231 0.113
H 4.273 -6.116 -4.172 0.113
H 5.187 -6.636 -6.815 0.084
H 3.770 -9.592 -5.524 0.074
C -6.880 -1.728 4.272 -0.272
C -5.947 -1.059 3.303 -0.210
O -4.926 -0.227 3.973 -0.087
O -7.857 -0.882 4.829 -0.058
H -6.223 -1.866 5.131 0.125
H -7.323 -2.623 3.834 0.119
H -6.457 -0.342 2.660 0.112
H -5.549 -1.828 2.641 0.120
H -5.329 0.541 4.384 0.074
H -8.233 -0.464 4.050 0.077
C -11.497 -1.672 1.161 -0.187
C -13.056 -2.076 1.014 -0.245
O -13.901 -1.062 0.569 -0.062
O -11.492 -0.313 1.658 -0.098
H -10.986 -1.722 0.199 0.104
H -10.903 -2.333 1.791 0.100
H -13.580 -2.509 1.867 0.119
H -13.015 -2.806 0.207 0.103
H -13.566 -0.731 -0.267 0.093
H -12.276 -0.215 2.203 0.072
C 3.470 -6.569 4.991 -0.278
C 4.948 -6.957 5.205 -0.260
O 4.947 -8.221 5.775 -0.081
O 3.382 -5.733 3.889 -0.024
H 3.274 -6.139 5.974 0.109
H 2.817 -7.413 5.212 0.122
H 5.591 -6.322 5.815 0.120
H 5.489 -7.173 4.283 0.115
H 5.691 -8.341 6.370 0.087
H 2.426 -5.735 3.799 0.091
C -12.445 2.128 -3.709 -0.278
C -12.522 3.343 -4.575 -0.314
O -13.166 4.334 -3.901 -0.039
O -13.678 1.792 -3.157 -0.037
H -11.652 2.289 -2.980 0.119
H -12.102 1.389 -4.433 0.123
H -12.985 3.110 -5.534 0.121
H -11.506 3.672 -4.796 0.122
H -12.819 5.184 -4.181 0.098
H -13.979 2.519 -2.608 0.086
C -4.328 1.870 -7.630 -0.239
C -3.715 1.673 -9.020 -0.206
O -3.999 0.287 -9.366 -0.084
O -5.583 1.216 -7.417 -0.072
H -4.544 2.917 -7.412 0.112
H -3.523 1.667 -6.923 0.114
H -2.661 1.887 -8.843 0.110
H -4.020 2.297 -9.860 0.110
H -4.915 0.116 -9.135 0.061
H -5.573 0.382 -6.941 0.092
```

---

# 7
ORCA calculation (the ωB97M-V functional and the def2-TZVPD basis) on a molecular structure, C24H16BrN4O9Sn.

LUMO energy: -0.1427 Ha
energy relative to the best compared isomer or geometry (same formula, charge and spin): 0.0 kcal per mole
total charge: +1
orbital gap: 7.85 eV
electronic energy: -125398.3720 eV
molar mass: 703.03 g/mol
multiplicity: 1
strongest force on any atom: 0.46 eV/A

Geometry as XYZ:
```
55
Properties=species:S:1:pos:R:3:nbo_charge:R:1
Sn -0.532 -1.262 0.659 1.525
Br 6.095 2.834 1.616 0.133
C 4.465 1.949 1.925 -0.125
C 3.992 1.915 3.310 -0.119
C 2.891 1.247 3.676 -0.292
C 2.083 0.552 2.685 0.570
O 1.110 -0.126 2.925 -0.536
C 2.474 0.725 1.186 0.040
C 1.397 1.600 0.587 0.217
N 0.361 1.101 0.047 -0.474
C -0.592 1.999 -0.497 0.070
C -0.275 3.126 -1.205 -0.188
C -1.291 3.994 -1.662 -0.188
C -2.604 3.730 -1.400 -0.161
C -2.964 2.554 -0.698 -0.106
C -4.299 2.202 -0.392 -0.084
C -4.558 1.035 0.269 -0.257
C -3.482 0.192 0.597 0.101
N -2.232 0.494 0.337 -0.557
C -1.952 1.672 -0.275 0.220
C 3.813 1.351 0.934 -0.149
H 4.596 2.418 4.054 0.248
H 2.584 1.163 4.710 0.254
H 1.534 2.677 0.693 0.207
H 0.759 3.351 -1.434 0.231
H -1.013 4.878 -2.219 0.240
H -3.382 4.404 -1.731 0.235
H -5.102 2.865 -0.688 0.237
H -5.565 0.739 0.525 0.247
H -3.664 -0.771 1.064 0.217
H 4.187 1.339 -0.082 0.240
O 3.922 -1.375 1.831 -0.557
C 3.103 -1.532 0.969 0.799
O 2.310 -0.517 0.536 -0.509
C 2.854 -2.777 0.213 -0.284
C 3.815 -3.773 0.345 -0.078
C 3.649 -4.981 -0.294 -0.026
C 2.506 -5.256 -1.023 -0.111
C 1.548 -4.274 -1.099 -0.068
C 1.686 -2.980 -0.559 0.483
O 0.783 -2.067 -0.808 -0.887
N 0.288 -4.609 -1.758 0.546
O 0.311 -5.135 -2.840 -0.302
O -0.737 -4.364 -1.121 -0.441
N 4.688 -6.016 -0.175 0.536
O 5.666 -5.745 0.486 -0.357
O 4.477 -7.073 -0.730 -0.360
H 4.694 -3.593 0.949 0.278
H 2.366 -6.218 -1.496 0.280
C -2.311 -1.226 -2.423 -0.250
O -1.962 -1.863 -1.178 -0.798
H -3.284 -1.587 -2.753 0.199
H -1.553 -1.440 -3.175 0.199
H -2.356 -0.155 -2.254 0.182
H -1.675 -2.774 -1.384 0.528
```

---

# 8
ORCA calculation (the ωB97M-V functional and the def2-TZVPD basis) on a gas-phase ion, C3H9NS (charge +1) at a distorted geometry.

LUMO energy (spin up / spin down): -0.1247 / -0.3206 Ha
energy relative to the best compared isomer or geometry (same formula, charge and spin): 26.4 kcal per mole
total charge: +1
orbital gap (spin up / spin down): 9.98 / 4.46 eV
electronic energy: -15572.4702 eV
molar mass: 91.18 g/mol
multiplicity: 2
strongest force on any atom: 4.44 eV/A

Geometry as XYZ:
```
14
Properties=species:S:1:pos:R:3:nbo_charge:R:1
C -1.041 -1.620 1.056 -0.473
N -0.961 -0.161 0.677 -0.106
C 0.381 0.234 0.166 -0.259
C 0.327 1.094 -1.120 -0.532
S 1.853 0.943 -2.149 0.056
H -0.778 -1.876 2.094 0.277
H -2.059 -1.914 0.833 0.268
H -0.300 -2.169 0.461 0.233
H -1.128 0.380 1.523 0.406
H 0.767 -0.738 -0.057 0.226
H 0.873 0.745 0.989 0.263
H 0.295 2.139 -0.825 0.250
H -0.503 0.767 -1.750 0.249
H 2.274 2.175 -1.898 0.144
```

---

Q: Which formula does entry 8 have?
A: C3H9NS